(1)
C19H13AsFN3O10STi as an isolated structure, computed with the ωB97M-V functional and the def2-TZVPD basis.

Structure (XYZ):
```
49
Properties=species:S:1:pos:R:3:lowdin_charge:R:1
Ti 0.3519 0.1253 1.3407 1.02
O 1.8686 2.3012 -2.3649 -0.28
As 1.0409 2.6433 -0.8154 0.92
O 0.6561 1.0546 -0.4137 -0.53
O 1.9526 3.5794 0.1433 -0.45
C -0.4891 3.5915 -1.5315 -0.18
C -0.6257 3.7109 -2.9104 -0.10
C -1.6437 4.4736 -3.4668 -0.12
C -2.5365 5.1288 -2.6281 -0.11
C -2.4121 5.0097 -1.2550 -0.03
C -1.3943 4.2414 -0.6911 -0.40
S -1.9044 2.7175 1.5032 0.81
O -1.2831 4.1855 0.6461 -0.27
O -2.7250 2.0453 0.4941 -0.45
O -0.6398 2.0195 1.8217 -0.53
H 2.0987 1.3656 -2.3043 0.03
H 0.0842 3.1987 -3.5452 0.09
H -1.7354 4.5569 -4.5430 0.08
H -3.3345 5.7326 -3.0459 0.09
H -3.1002 5.5051 -0.5813 0.11
O 2.2623 0.2732 1.8074 -0.20
C 3.2020 -0.6057 1.7775 -0.22
C 3.1281 -1.9016 1.2439 -0.15
C 4.2447 -2.7612 1.2765 0.01
C 4.1669 -4.0437 0.7500 -0.21
C 2.9996 -4.5341 0.1744 -0.05
C 1.8879 -3.7030 0.1296 -0.03
C 1.9055 -2.3997 0.6384 -0.33
O 0.8416 -1.6591 0.5700 -0.17
N 5.3269 -4.8979 0.8004 -0.37
O 5.2601 -6.0257 0.3155 0.00
O 6.3611 -4.4642 1.2988 0.01
H 4.1644 -0.2992 2.1975 0.11
H 5.1738 -2.4234 1.7140 0.11
H 2.9747 -5.5376 -0.2212 0.09
H 0.9604 -4.0479 -0.3113 0.10
F -0.1403 -0.2995 3.0701 -0.44
N -5.3181 -2.7439 3.1166 0.13
C -4.5864 -2.3207 2.3345 -0.19
C -3.7117 -1.7890 1.3353 -0.20
C -4.0261 -1.9198 -0.0321 -0.02
C -3.1627 -1.3865 -0.9693 -0.04
C -2.0225 -0.7412 -0.5236 -0.08
N -1.7255 -0.6286 0.7891 0.01
C -2.5420 -1.1397 1.7006 -0.05
H -4.9321 -2.4304 -0.3324 0.11
H -3.3666 -1.4548 -2.0284 0.10
H -1.3203 -0.2812 -1.2079 0.12
H -2.2347 -1.0204 2.7336 0.13
```

Computed properties:
**HOMO level (spin up / spin down)**: -0.001 / -0.108 Eh
**Net charge**: -2
**Frontier orbital gap (spin up / spin down)**: 4.28 / 7.22 eV
**<S²>**: 2.034
**2S+1**: 3

***

(2)
C19H13BrF5IN4NaO4S as an isolated structure, computed with the ωB97M-V functional and the def2-TZVPD basis.

Structure (XYZ):
```
49
Properties=species:S:1:pos:R:3:lowdin_charge:R:1
Na -0.4192 -0.5252 -0.8475 0.28
N 0.4358 -1.0606 2.7091 0.12
C 0.8992 -2.3262 2.4688 -0.09
C 1.6202 -2.2434 1.3155 -0.13
N 1.5921 -0.9748 0.8305 0.12
C 0.8624 -0.2868 1.6787 -0.31
C 0.5115 1.1050 1.5231 -0.30
N 1.2434 2.0085 0.9094 0.13
C 0.5196 3.1594 0.9433 -0.14
C -0.6616 2.9496 1.5883 -0.08
N -0.6518 1.6369 1.9745 0.13
H -0.2878 -0.8156 3.3620 0.14
H 0.6673 -3.1507 3.1162 0.11
H 2.1535 -3.0226 0.8022 0.10
H 0.8813 4.0630 0.4894 0.10
H -1.5013 3.5896 1.7769 0.11
H -1.4465 1.1009 2.2875 0.13
C -3.0840 0.5456 -3.6373 -0.13
S -1.4177 0.7017 -2.9778 0.34
O -0.6816 1.5714 -3.8766 -0.40
O -0.8776 -0.6639 -2.9288 -0.42
O -1.5658 1.2362 -1.6219 -0.37
H -3.0196 0.0627 -4.6064 0.06
H -3.5099 1.5378 -3.7388 0.06
H -3.6742 -0.0543 -2.9582 0.04
F -7.0157 -0.7615 1.9093 0.08
C -5.7039 -0.8693 1.6170 -0.16
C -5.2845 -1.2491 0.3446 -0.16
F -6.2068 -1.5064 -0.5918 0.10
C -3.9476 -1.3563 0.0395 -0.14
F -3.5962 -1.7225 -1.2034 0.09
C -2.9072 -1.0854 0.9700 -0.32
O -1.6794 -1.1680 0.6994 -0.07
C -3.4020 -0.7056 2.2502 -0.12
F -2.4892 -0.4088 3.2320 0.03
C -4.7371 -0.5984 2.5721 -0.17
F -5.0983 -0.2268 3.8087 0.10
Br 5.1043 -0.4892 -4.4443 0.69
C 5.2311 -0.1221 -2.5948 -0.75
C 6.4527 -0.3515 -1.9795 -0.16
C 6.5946 -0.1022 -0.6286 -0.10
C 5.5130 0.3751 0.0981 -0.09
C 4.2990 0.6028 -0.5231 -0.15
C 4.1372 0.3589 -1.8893 -0.72
I 2.2600 0.7216 -2.7535 1.09
H 7.2814 -0.7244 -2.5645 0.09
H 7.5465 -0.2846 -0.1480 0.10
H 5.6094 0.5675 1.1587 0.10
H 3.4511 0.9617 0.0390 0.06
```

Computed properties:
**HOMO level**: -0.189 Eh
**Net charge**: -1
**Frontier orbital gap**: 7.23 eV

***

(3)
One molecule with the formula C19H13Cl2NO3 at a distorted geometry, computed with the ωB97M-V functional and the def2-TZVPD basis.

Structure (XYZ):
```
38
Properties=species:S:1:pos:R:3:lowdin_charge:R:1
Cl -3.6043 -1.3462 0.2875 0.68
C -2.8507 0.0504 1.0107 -0.57
C -2.0081 -0.0615 2.0583 0.02
C -1.3297 1.1441 2.6353 -0.50
O -0.7434 1.0098 3.7147 -0.03
C -1.5392 2.3906 1.9291 -0.65
Cl -0.5838 3.6914 2.4257 0.75
C -2.3958 2.5921 0.7864 -0.23
C -3.0759 1.3484 0.2954 -0.31
O -3.8661 1.3934 -0.6721 0.02
H -1.8015 -1.0668 2.4544 0.13
H -1.8750 3.1773 -0.0691 0.16
C -3.1415 5.3407 5.7677 -0.06
C -4.1814 4.3814 5.7517 -0.06
C -4.5725 3.8439 4.5279 -0.02
C -4.0003 4.2748 3.3405 -0.14
C -4.4404 3.5655 2.0814 -0.26
C -3.5694 3.7116 0.8712 -0.12
N -4.3971 3.9649 -0.3861 0.04
C -5.5426 3.2686 -0.6197 -0.01
C -6.0642 3.1952 -1.8903 -0.01
C -5.4011 3.7834 -2.9673 -0.01
C -4.2191 4.4664 -2.7069 -0.02
C -3.7182 4.5356 -1.4268 -0.01
O -5.4305 2.8322 2.1061 0.07
C -3.0459 5.3233 3.3540 -0.08
C -2.5588 5.8034 4.5657 -0.08
H -2.8023 5.7713 6.7466 0.12
H -4.6893 4.0750 6.6868 0.11
H -5.3446 3.0808 4.4843 0.12
H -2.8912 4.5508 0.9623 0.10
H -5.9806 2.7312 0.2433 0.14
H -6.9998 2.6513 -1.9852 0.13
H -5.7894 3.6832 -3.9637 0.12
H -3.6719 4.9736 -3.4854 0.12
H -2.7720 5.0318 -1.1723 0.15
H -2.6859 5.7546 2.4362 0.09
H -1.7448 6.5579 4.5791 0.12
```

Computed properties:
**HOMO level**: -0.236 Eh
**Frontier orbital gap**: 5.05 eV

***

The evaluated electronic energy for the records listed, in turn: -5231.9899, -5183.5280, -1932.5690 hartree.
The evaluated energy relative to the best compared isomer or geometry (same formula, charge and spin) for the records listed, in turn: 82.4, 73.4, 0.0 kJ/mol.